A molecular structure, C20H29N8O3SY at a distorted geometry. Source: OMol25; level of theory: wB97M-V/def2-TZVPD.

Values from the calculation:
**Calculated total energy**: -1880.05472 Eh
**HOMO level**: -7.45 eV

Structure (ORCA input):
```
! wB97M-V def2-TZVPD RIJCOSX def2/J DEFGRID3
* xyz 0 1
C -4.92 -1.11 0.68
H 3.09 0.40 -3.39
N 0.82 2.17 -1.53
N -1.84 -4.36 0.56
N 0.16 -1.72 1.69
H 1.45 0.72 -3.90
N 1.57 -0.57 -2.25
C 2.73 -0.32 1.64
H -2.79 -2.76 -1.99
H 1.76 3.56 1.44
N -1.39 0.51 -2.13
C -1.00 1.49 -3.15
H -6.51 -2.44 0.11
C -0.19 2.61 -2.51
H -5.14 -3.51 -1.69
N -2.87 -1.32 -0.54
H -1.71 -5.04 -0.17
H -2.07 0.91 -1.49
H 4.53 0.57 0.90
C 1.06 3.24 -0.54
C 1.59 2.71 0.77
H -2.12 -4.71 1.47
C -5.49 -2.12 -0.07
N -0.78 -2.74 1.74
H -0.44 0.97 -3.92
H 2.10 -0.85 4.95
H 1.32 -1.35 -2.86
H 2.55 2.21 0.64
C -2.97 0.42 1.16
H -1.86 1.94 -3.64
H 1.74 4.00 -0.94
C 2.10 1.82 -2.16
H 0.11 3.73 -0.34
C 2.07 0.57 -3.02
H -0.27 2.15 1.47
N 0.65 1.74 1.32
C 0.86 -1.57 2.75
C 2.63 -0.50 4.07
H 2.82 1.66 -1.36
H 4.26 0.32 5.18
H 0.59 -2.17 3.62
C 3.84 0.14 4.21
H -5.44 -0.59 1.47
C -4.73 -2.71 -1.07
S -0.09 -3.00 -0.91
C -3.43 -2.29 -1.26
Y 0.05 -0.35 -0.15
H 5.49 1.01 3.13
H 0.26 3.24 -3.29
H 0.97 1.41 2.22
H 2.30 -0.90 -1.63
H -1.85 -0.28 -2.55
C -3.61 -0.74 0.40
H -0.90 3.24 -1.97
C 3.99 0.28 1.80
C 2.05 -0.74 2.82
C 4.52 0.52 3.05
O -3.63 1.00 2.00
H 2.47 2.66 -2.77
O 2.22 -0.47 0.44
O -1.74 0.66 0.86
C -0.92 -3.34 0.59
*
```

***

A molecular structure, C4H4CrLiO2 at a distorted geometry. Source: OMol25; level of theory: wB97M-V/def2-TZVPD.

Values from the calculation:
**Calculated total energy**: -1356.83416 Eh
**HOMO level (spin up / spin down)**: -11.33 / -11.95 eV
**⟨S²⟩**: 6.35

Structure (ORCA input):
```
! wB97M-V def2-TZVPD RIJCOSX def2/J DEFGRID3
* xyz 1 5
C 0.39 -0.99 -0.58
H -1.91 1.24 -0.59
O 0.64 -2.00 0.13
Cr -0.55 -0.73 2.52
H 1.21 -1.97 -1.87
C -0.83 1.43 -0.61
C -0.08 1.28 0.69
H -0.50 2.21 -1.30
H 0.81 1.91 0.79
O -0.70 0.92 1.84
Li 1.47 -3.55 -0.58
C 0.05 0.25 -0.44
*
```

***

C19H22N2O3 in the gas phase at a distorted geometry. Source: OMol25; level of theory: wB97M-V/def2-TZVPD.

Values from the calculation:
**SMILES**: Cc1cccc(NC(=O)C2CCN(C(=O)c3ccco3)CC2)c1C
**Calculated total energy**: -1072.47468 Eh
**HOMO level**: -8.75 eV
**ΔE to the lowest compared entry with this formula, charge and spin**: 23.71 kcal per mole

Structure (ORCA input):
```
! wB97M-V def2-TZVPD RIJCOSX def2/J DEFGRID3
* xyz 0 1
H -1.30 -3.44 -0.27
C 0.64 -3.63 2.51
H 1.89 0.89 1.12
H -0.94 1.11 0.00
C 0.22 2.71 -2.68
H 1.63 -5.70 4.26
C 1.78 -2.94 3.17
H -2.19 -5.54 0.67
C -1.75 3.87 -3.77
C 0.10 -4.80 3.06
C -0.91 -3.83 0.66
H 1.42 -2.17 3.86
C -0.92 -5.47 2.39
C -0.08 1.51 0.53
C 1.94 1.50 -1.52
H 0.67 -0.22 -1.47
H 0.59 -4.57 5.13
H -0.01 -6.17 4.70
H -1.80 3.26 -4.65
H -2.42 6.24 -1.61
H 2.78 1.92 -0.97
C 1.04 0.46 0.56
H 0.61 -1.93 -0.25
O 0.24 -0.58 2.55
H 2.40 -2.43 2.42
C -2.56 4.98 -3.44
C 1.50 0.18 -0.88
C -1.41 -5.00 1.19
H 2.33 -0.52 -0.89
C 0.40 2.78 -0.18
C 0.09 -3.14 1.33
H 1.24 3.21 0.37
H -0.38 1.75 1.55
N 0.86 2.46 -1.51
C -0.87 3.71 -2.73
H 2.41 -3.63 3.72
H -3.36 5.39 -4.02
N 0.55 -1.93 0.75
C 0.57 -0.73 1.39
O 0.54 2.16 -3.72
H 2.22 1.34 -2.56
C -2.11 5.42 -2.24
H -0.40 3.51 -0.21
O -1.09 4.67 -1.80
H -1.33 -6.38 2.82
C 0.61 -5.34 4.36
*
```

***

A molecular structure, C12H26CrNO3P2 at a distorted geometry. Source: OMol25; level of theory: wB97M-V/def2-TZVPD.

Values from the calculation:
**Calculated total energy**: -2480.23713 Eh
**HOMO level (spin up / spin down)**: -9.52 / -9.51 eV
**⟨S²⟩**: 6.03

Structure (ORCA input):
```
! wB97M-V def2-TZVPD RIJCOSX def2/J DEFGRID3
* xyz 1 5
H -3.92 0.08 1.60
H 2.19 1.10 -1.29
C -1.38 -1.36 -1.55
H 1.06 2.72 -0.25
H -3.41 -0.60 -1.78
H 4.36 -0.37 1.51
C 1.02 -2.17 -2.64
H -1.74 1.85 -2.17
H 1.93 -2.48 2.55
H 3.26 0.61 2.52
H -3.12 -1.51 -0.24
O 0.28 2.93 0.21
H 0.55 -0.18 3.45
C 2.28 -2.42 1.51
H -4.57 1.44 0.59
H -2.32 -2.61 -2.99
N -0.23 -0.94 -0.97
H 3.12 -0.95 -1.30
C -0.15 -2.67 -3.15
C -0.23 0.59 3.52
C -1.36 -2.26 -2.61
H -3.29 1.74 1.84
C 0.99 -1.34 -1.48
H -3.48 2.04 -1.80
Cr -0.29 0.02 0.85
H 2.02 -2.45 -2.98
H -0.12 -3.38 -3.96
H 3.34 -2.68 1.41
C 2.16 -0.94 -0.77
P -2.34 0.75 -0.11
P 2.04 -0.72 0.97
H 0.03 1.32 4.29
C -2.47 2.03 -1.37
H 3.65 1.13 0.86
C -3.67 1.03 1.09
H -1.18 0.11 3.80
H 2.04 2.17 -2.34
H 1.68 -3.08 0.86
O -0.39 1.30 2.28
H -2.25 3.02 -0.93
H 0.58 3.77 0.67
C 3.47 0.26 1.50
H 0.11 1.91 1.21
C -2.69 -0.80 -0.97
O 2.41 2.01 -1.44
*
```